1.
This record from OMol25 describes an isolated molecule of C5H12NP. The level of theory is the ωB97M-V functional and the def2-TZVPD basis.

Element x y z (Å)
C -0.4432 -1.6328 -0.6215
H 0.6506 -1.8813 -0.6290
H -2.1015 1.0851 0.8102
C -1.9948 0.0215 0.5100
H -0.1348 -1.1882 2.0802
H 3.3306 1.6856 -0.3305
H -0.7085 -1.4026 -1.6770
H -2.5965 0.0212 -0.4726
C 0.3921 -0.5489 1.4049
H -0.6088 1.4641 -0.9723
H -2.4405 -0.7376 1.1056
C -0.4994 -0.3793 0.1868
H 0.8143 0.4234 1.8368
P 2.5261 1.8356 -1.4106
N 1.4333 0.8552 -0.7109
H 1.3261 -1.0129 1.1779
H 1.9580 3.0361 -1.3168
H -1.0827 -2.4060 -0.3051
C 0.1797 0.7619 -0.6659

Properties
**Structure (SMILES)**: CC(C)(C)/C=N/P
**LUMO energy**: 0.86 eV
**Net charge**: 0



2.
This record from OMol25 describes a cluster of 2 separate species, C5H12NP in total. The level of theory is the ωB97M-V functional and the def2-TZVPD basis.

Element x y z (Å)
C 0.0422 -1.9782 -0.5836
H -2.1965 -0.7751 -1.3717
H -1.5425 0.7767 -1.7237
H -0.1890 -0.7203 2.3690
C -1.2972 -0.3237 -1.8392
H 0.4605 -1.9859 0.3877
C 0.8593 0.4252 -0.8588
N 2.0712 2.2368 0.4053
C -0.0597 -0.5397 -0.9487
H 0.8693 -2.5212 -1.2168
H 0.3115 0.8425 1.9062
P 2.1507 1.3865 -1.1080
H 1.7175 3.1525 0.2312
H -1.3864 0.4507 1.4443
H -0.8923 -2.4552 -0.5814
C -0.5781 0.2905 2.1299
H -1.0271 -0.7991 -2.7494
H 1.5360 1.7614 1.1119
H -0.8495 0.7758 2.9961

Properties
**Structure (SMILES)**: CC(C)=C=PN.C
**LUMO energy**: 0.77 eV
**Net charge**: 0



1 is the most stable structure; the next one sits 0.0307 hartree above it.



1.
This record from OMol25 describes an isolated molecule of C10H7NO3. The level of theory is the ωB97M-V functional and the def2-TZVPD basis.

Element x y z (Å)
H 0.1285 0.5034 2.0496
H 4.4293 -0.6492 0.3271
H -0.9000 -2.6581 0.8973
C 0.3220 0.8672 0.9651
C -1.5730 -1.9257 0.6441
C 1.5779 0.5561 0.3462
O 2.6085 -0.0603 0.9826
C -2.7976 -1.9177 -0.0152
O -2.4057 2.4453 -0.4546
C -3.1445 -0.6481 -0.3436
O -0.4342 1.8200 0.4464
C 3.3846 0.6754 -0.9567
C -1.9766 0.1295 -0.1066
N -1.0729 -0.6738 0.3934
H -3.8708 -0.2733 -1.1636
H 4.0298 0.7155 -1.7422
C 2.0020 1.0300 -0.8397
H -3.5519 -2.7154 0.1199
C 3.6645 0.0421 0.2369
C -1.7242 1.4957 -0.1500
H 1.3044 1.2413 -1.6363

Properties
**LUMO energy**: -1.02 eV
**Net charge**: 0



2.
This record from OMol25 describes an isolated molecule of C10H7NO3. The level of theory is the ωB97M-V functional and the def2-TZVPD basis.

Element x y z (Å)
O 0.0447 0.2783 -0.4030
C -0.4001 -3.3108 -0.1731
H -0.2297 -3.6500 0.8734
C -0.2789 -2.0237 -0.5454
C -0.1397 -0.8471 0.2853
N 1.5134 2.8411 1.6721
C -0.6931 2.5183 0.0387
O -0.3566 -1.8936 -1.8857
C -0.5278 -3.1264 -2.3577
C -0.5579 -4.0591 -1.3381
C 1.2526 1.6742 1.1442
H 0.9058 4.8400 1.8620
H -0.6640 -3.1674 -3.4489
C 0.1900 1.4713 0.2643
O -0.1261 -0.9125 1.5011
C -0.4444 3.7777 0.5703
C 0.6555 3.8619 1.3983
H -1.5490 2.3608 -0.5910
H 1.9084 0.8505 1.3104
H -0.7374 -5.1155 -1.4746
H -1.0620 4.5979 0.3442

Properties
**Structure (SMILES)**: O=C(Oc1cccnc1)c1ccco1
**LUMO energy**: 0.44 eV
**Net charge**: 0



2 is the most stable structure; the next one sits 0.1215 hartree above it.